{"formula": "C2H4N2O2", "method": "ωB97M-V with the def2-TZVPD basis set", "relative_energy_kcal_mol": 134.7, "lumo_ev": 0.14, "homo_energy_ev": -10.25, "fmax_ev_per_a": 9.1, "orbital_gap_ha": 0.3819, "symbols": ["C", "C", "H", "H", "H", "H", "N", "N", "O", "O"], "coordinates": [[0.916, 0.108, 0.071], [-2.465, -0.247, 0.126], [2.866, -0.584, 0.278], [1.639, -1.831, -0.139], [-2.348, -1.455, 0.966], [-3.407, 0.333, -0.148], [1.878, -0.803, -0.259], [-1.438, 0.520, -0.431], [1.241, 1.283, 0.207], [-0.308, -0.490, 0.130]], "forces_ev_per_angstrom": [[1.2, 1.7, -0.2], [2.6, 2.4, -1.2], [-3.5, -0.6, -2.1], [0.2, 1.9, -0.3], [-0.3, 4.3, -3.0], [0.6, -1.5, 0.7], [3.5, -2.3, 2.4], [-2.7, -7.1, 4.9], [-1.7, -1.5, 0.1], [0.0, 2.6, -1.4]], "lowdin_charge": [-0.68, -0.03, 0.19, 0.12, 0.22, 0.06, 0.10, 0.11, 0.05, -0.14]}